ORCA calculation (ωB97M-V/def2-TZVPD) on 2 unconnected molecules or ions with the total composition C5H10N2O2 in a non-equilibrium geometry.

Values from the calculation:
SMILES: [H]/N=C/OC.C=CC(N)=O
Strongest force on any atom in Eh/bohr: 0.0855
ΔE to the lowest compared entry with this formula, charge and spin in eV: 3.865

Last column: Mulliken charge in e.
Cartesian coordinates (Å):
O: 0.3181 0.8828 0.8719  -0.288
O: 0.2952 0.4109 -2.7980  -0.574
N: -1.1933 1.2117 -1.3490  -0.357
N: 0.0075 -0.1755 2.8642  -0.617
C: -0.3314 -1.1390 -0.9747  -0.002
C: -0.5857 -2.2032 -1.7415  -0.707
C: -0.4557 0.0642 1.7000  0.208
C: 1.7146 0.9724 1.1486  -0.797
C: -0.2439 0.3150 -1.7218  0.534
H: 1.8572 1.8515 1.7778  0.241
H: 0.3551 -1.3482 -0.1640  0.182
H: -1.5228 0.2054 1.4794  0.273
H: -0.6943 -0.3316 3.5777  0.253
H: -1.4016 1.3330 -0.3734  0.211
H: -1.2752 2.0653 -1.8781  0.237
H: -0.0727 -3.1482 -1.6424  0.251
H: -1.0937 -2.0838 -2.6885  0.280
H: 2.0999 0.1335 1.7266  0.372
H: 2.2226 0.9838 0.1853  0.300